This record from OMol25 describes a structure of composition C24H36N2O8S6SiTi at a distorted geometry. The level of theory is ωB97M-V/def2-TZVPD.

The geometry in XYZ format:
```
78
C24H36N2O8S6SiTi | OMol25 | ωB97M-V/def2-TZVPD
C -2.932 -4.977 0.976
H -5.977 -2.962 0.508
N -1.376 -1.509 1.373
C 2.892 1.560 -3.603
C 3.854 -0.777 1.386
H 0.474 1.726 1.817
H 0.380 3.458 2.228
O 1.657 -0.034 0.659
C 0.239 2.719 1.433
O 3.140 0.564 -1.389
C -4.514 0.787 -2.843
H 2.932 2.251 1.159
H -2.428 1.061 3.765
H 2.939 -1.208 -3.327
C -4.238 0.771 1.711
O -5.351 0.179 -3.472
H -0.808 2.723 1.117
H -4.559 0.442 0.726
H 1.317 4.613 -1.237
S -4.588 -4.866 0.415
H 2.675 -2.344 -0.483
H -3.898 1.813 1.641
H -0.355 4.249 -0.748
Si 1.548 0.526 -0.885
C 2.173 -2.400 0.489
S -0.358 -4.906 1.249
H 4.565 -1.305 -2.622
H 4.390 -1.628 1.822
C -4.395 2.303 -2.769
C 5.088 1.337 -2.443
H 0.709 5.178 0.338
C 3.735 0.686 -2.676
H 4.346 -0.655 -4.269
H -2.011 -0.667 3.784
H 1.116 -2.579 0.303
S 0.337 -0.609 -2.127
S -2.691 -5.943 2.402
H 3.450 1.777 -4.520
H 3.236 3.393 -0.159
H 2.642 2.503 -3.105
H 2.699 3.994 1.429
H 5.640 1.433 -3.384
S -0.083 -6.715 3.603
H 3.997 0.095 2.034
C -4.893 -3.087 0.474
H -3.638 -0.139 4.258
Ti -1.550 -0.945 -0.564
C -3.435 0.295 -1.978
C 0.671 4.360 -0.390
N -3.207 -0.113 2.192
C 2.369 -1.118 1.279
C 3.910 -0.708 -3.264
H 4.278 -0.550 0.408
O -1.821 1.027 -0.546
C -3.277 2.642 -1.759
C -2.353 -0.703 1.303
H 0.693 -1.426 2.586
C 1.769 -1.248 2.665
C -2.719 1.321 -1.374
S -1.673 -3.528 -1.050
H 4.953 2.332 -2.009
O -2.982 3.741 -1.368
H 5.677 0.734 -1.745
O -5.058 3.100 -3.374
C 2.593 3.184 0.701
C -2.804 0.048 3.575
H 1.953 1.065 -3.868
H -5.095 0.733 2.389
H 2.578 -3.248 1.051
H 2.235 -2.083 3.199
H 1.940 -0.325 3.229
C 1.138 3.066 0.251
C -1.821 -4.457 0.407
C -0.994 -5.898 2.469
O 1.018 2.077 -0.770
O -3.135 -0.934 -1.648
H -4.447 -2.667 1.371
H -4.485 -2.602 -0.406
```

Computed properties:
Strongest force on any atom ... 3.55 eV/Å
Relative energy (zero: lowest compared OMol25 entry of this formula, charge and spin) ... 13.1 kcal per mole
Net charge ... -2
E_tot ... -140846.7003 eV
Kohn-Sham gap (alpha / beta) ... 6.074 / 6.075 eV
Highest occupied orbital energy (alpha / beta) ... -1.97 / -1.97 eV